# C42H117N3O32P8

A cluster of 11 separate species, C42H117N3O32P8 in total at a distorted geometry (the ωB97M-V functional and the def2-TZVPD basis, the Open Molecules 2025 dataset).

Summary:
SMILES = COP(=O)(OC)OC.COP(=O)(OC)OC.COP(=O)(OC)OC.COP(=O)(OC)OC.COP(=O)(OC)OC.COP(=O)(OC)OC.COP(=O)(OC)OC.COP(=O)(OC)OC.CCN(CC)CC.CCN(CC)CC.CCN(CC)CC
HOMO-LUMO gap = 8.05 eV
Calculated total energy = -189767.5759 eV
Max |F| = 3.72 eV/Å
Highest occupied orbital energy = -7.7 eV

Element x y z (Å)
C -3.419 0.862 -5.159
O -3.587 0.347 -6.485
P -2.508 0.676 -7.629
O -2.214 2.144 -7.781
O -1.212 -0.231 -7.255
C -1.010 -1.569 -7.758
O -3.124 -0.056 -8.976
C -4.345 0.432 -9.525
H -2.495 1.402 -4.954
H -3.516 0.077 -4.409
H -4.209 1.601 -5.025
H -0.583 -2.162 -6.949
H -0.283 -1.545 -8.570
H -1.909 -2.063 -8.127
H -5.105 0.692 -8.787
H -4.699 -0.213 -10.329
H -4.165 1.413 -9.964
C 2.358 4.503 -5.173
O 2.148 3.090 -5.358
P 0.893 2.379 -4.611
O 1.190 2.057 -3.215
O 0.677 1.094 -5.615
C 0.860 -0.204 -5.127
O -0.374 3.336 -4.902
C -1.119 3.857 -3.788
H 3.420 4.730 -5.081
H 1.931 4.826 -4.224
H 1.927 5.102 -5.975
H 0.041 -0.483 -4.464
H 1.809 -0.328 -4.605
H 0.943 -0.951 -5.915
H -1.248 3.177 -2.946
H -2.103 4.172 -4.137
H -0.525 4.688 -3.408
C 1.762 -3.746 -5.499
O 0.396 -4.000 -5.730
P -0.669 -3.940 -4.493
O -0.530 -2.712 -3.583
O -0.516 -5.397 -3.748
C 0.363 -5.610 -2.646
O -2.090 -4.112 -5.314
C -3.117 -3.168 -5.158
H 2.187 -2.930 -6.083
H 2.353 -4.652 -5.635
H 1.930 -3.504 -4.449
H 1.406 -5.555 -2.957
H 0.204 -6.542 -2.104
H 0.135 -4.796 -1.957
H -2.715 -2.173 -4.970
H -3.898 -3.428 -4.443
H -3.641 -3.220 -6.112
C 4.028 -4.889 -0.414
O 4.978 -3.963 -0.983
P 4.949 -3.405 -2.500
O 6.065 -2.490 -2.858
O 4.891 -4.771 -3.365
C 6.151 -5.477 -3.599
O 3.449 -2.788 -2.666
C 3.198 -1.460 -2.218
H 3.935 -4.572 0.625
H 4.300 -5.943 -0.353
H 3.063 -4.799 -0.912
H 6.222 -6.489 -3.199
H 7.090 -5.021 -3.283
H 6.222 -5.737 -4.655
H 3.664 -0.739 -2.890
H 3.479 -1.294 -1.178
H 2.127 -1.284 -2.317
C -1.862 4.634 6.654
O -2.406 4.039 5.497
P -3.797 3.182 5.568
O -4.205 2.808 6.925
O -4.822 4.137 4.725
C -5.486 5.150 5.390
O -3.541 1.925 4.566
C -3.201 2.186 3.225
H -2.561 4.746 7.483
H -1.435 5.604 6.400
H -1.089 3.929 6.957
H -5.065 6.123 5.138
H -5.481 5.046 6.475
H -6.539 5.150 5.110
H -2.815 3.181 3.004
H -4.009 2.037 2.508
H -2.338 1.581 2.947
C -4.780 2.448 -1.455
O -3.556 2.862 -0.824
P -3.406 4.376 -0.356
O -3.470 5.378 -1.484
O -4.533 4.509 0.800
C -4.538 5.656 1.618
O -2.073 4.365 0.555
C -0.863 4.764 -0.007
H -4.658 2.612 -2.526
H -5.720 2.891 -1.127
H -4.955 1.387 -1.282
H -3.967 6.467 1.166
H -4.134 5.474 2.614
H -5.558 6.034 1.561
H -1.040 5.421 -0.858
H -0.318 3.910 -0.409
H -0.174 5.286 0.657
C -0.080 -4.597 7.146
O -1.204 -4.773 6.339
P -1.096 -4.326 4.801
O -2.063 -4.944 3.865
O -1.188 -2.697 4.876
C -1.118 -1.877 3.724
O 0.489 -4.554 4.375
C 0.767 -4.696 2.994
H 0.406 -3.646 6.928
H 0.648 -5.394 6.993
H -0.394 -4.426 8.176
H -1.539 -2.378 2.852
H -0.144 -1.399 3.623
H -1.820 -1.074 3.950
H 1.495 -5.477 2.778
H 1.126 -3.776 2.533
H -0.094 -4.907 2.359
C -1.719 0.596 -1.689
O -1.188 -0.459 -0.934
P -0.173 -0.085 0.320
O -0.699 0.730 1.459
O 0.385 -1.486 0.784
C 0.839 -2.480 -0.139
O 1.132 0.491 -0.426
C 1.853 1.659 -0.035
H -2.808 0.548 -1.658
H -1.465 0.457 -2.740
H -1.472 1.606 -1.363
H 0.726 -2.213 -1.190
H 0.296 -3.404 0.056
H 1.892 -2.727 -0.002
H 1.421 2.042 0.890
H 1.817 2.482 -0.749
H 2.913 1.538 0.189
C 3.735 4.118 2.490
C 2.330 4.730 2.357
N 1.680 5.044 3.646
C 2.510 6.003 4.439
C 2.463 7.426 3.868
C 1.367 3.848 4.507
C 0.201 3.107 3.820
H 4.523 4.850 2.669
H 3.980 3.577 1.576
H 3.827 3.412 3.315
H 2.337 5.648 1.771
H 1.759 4.011 1.768
H 2.003 6.094 5.399
H 3.526 5.661 4.635
H 1.423 7.687 3.673
H 2.983 8.137 4.511
H 2.966 7.541 2.908
H 1.132 4.177 5.519
H 2.243 3.200 4.533
H -0.535 3.795 3.403
H -0.313 2.527 4.587
H 0.476 2.395 3.041
C 7.882 -0.548 3.866
C 6.451 -1.055 4.147
N 5.639 -1.359 2.918
C 6.171 -2.393 2.048
C 6.185 -3.762 2.683
C 5.304 -0.150 2.166
C 3.909 0.338 2.569
H 8.351 -1.336 3.277
H 8.508 -0.466 4.754
H 7.978 0.352 3.258
H 6.482 -1.942 4.779
H 5.965 -0.268 4.725
H 5.484 -2.387 1.202
H 7.155 -2.141 1.653
H 6.775 -3.823 3.598
H 5.163 -3.982 2.989
H 6.469 -4.563 2.000
H 5.359 -0.339 1.094
H 5.950 0.677 2.460
H 3.055 -0.195 2.152
H 3.814 1.409 2.388
H 3.801 0.205 3.645
C -4.132 -0.859 0.956
C -5.008 -2.089 0.559
N -4.434 -3.416 0.685
C -3.389 -3.761 -0.252
C -3.691 -3.494 -1.740
C -4.130 -3.832 2.067
C -5.297 -3.862 2.987
H -3.163 -0.871 0.457
H -3.755 -0.859 1.978
H -4.644 0.092 0.812
H -5.992 -2.041 1.026
H -5.238 -1.987 -0.501
H -2.406 -3.444 0.097
H -3.383 -4.851 -0.227
H -3.011 -4.069 -2.369
H -4.724 -3.729 -1.995
H -3.533 -2.439 -1.968
H -3.337 -3.160 2.397
H -3.752 -4.852 2.003
H -6.127 -4.484 2.650
H -5.680 -2.864 3.198
H -5.002 -4.289 3.945

# C17H43F6NO13P

A cluster of 10 separate species, C17H43F6NO13P in total at a distorted geometry (the ωB97M-V functional and the def2-TZVPD basis, the Open Molecules 2025 dataset).

Summary:
HOMO-LUMO gap = 9.56 eV
Calculated total energy = -72031.1102 eV
Max |F| = 3.16 eV/Å
Highest occupied orbital energy = -7.6 eV
Charge = -1

Element x y z (Å)
P -1.003 -1.127 -0.665
F -1.843 0.116 -1.279
F 0.231 -0.998 -1.781
F -0.066 -0.186 0.218
F -0.370 -2.287 0.338
F -2.124 -1.098 0.606
F -1.849 -2.272 -1.479
C 1.001 -6.163 -2.378
O -0.177 -5.715 -2.975
H 1.851 -6.136 -3.060
H 1.371 -5.429 -1.661
H 0.778 -7.131 -1.930
H -0.506 -5.051 -2.364
C -5.677 -4.013 2.559
O -6.954 -3.941 1.958
H -5.543 -3.245 3.321
H -5.694 -4.999 3.023
H -4.767 -3.856 1.980
H -7.419 -3.494 2.669
C 5.005 -1.593 -1.627
O 4.250 -0.432 -1.283
H 5.939 -1.356 -2.136
H 5.204 -2.283 -0.807
H 4.441 -2.115 -2.400
H 3.326 -0.526 -1.039
C -4.630 2.277 2.117
O -4.531 2.403 0.671
H -3.739 2.722 2.560
H -5.401 2.983 2.426
H -4.798 1.246 2.429
H -3.920 1.741 0.340
C -4.590 4.354 -3.493
O -5.719 3.790 -2.919
H -4.249 5.278 -3.028
H -3.768 3.653 -3.347
H -4.715 4.575 -4.553
H -5.460 3.682 -2.001
C 4.085 0.262 3.988
O 4.052 0.091 5.360
H 3.136 -0.086 3.579
H 4.276 1.275 3.633
H 4.908 -0.332 3.591
H 4.899 0.333 5.741
C 2.539 5.065 0.340
C 2.138 6.411 -0.366
C 0.665 6.788 -0.059
O 0.744 8.047 0.445
C 1.948 8.455 0.559
O 2.154 9.579 0.880
O 2.873 7.532 0.120
H 2.023 4.180 -0.033
H 2.513 5.012 1.429
H 3.531 4.793 -0.020
H 2.145 6.209 -1.437
H 0.256 6.206 0.767
H -0.107 6.825 -0.828
C -0.808 -6.004 3.235
C -0.031 -5.445 4.361
C -0.485 -4.037 4.735
O -0.967 -4.192 6.009
C -0.620 -5.363 6.551
O -0.605 -5.670 7.709
O -0.293 -6.248 5.516
H -1.873 -6.084 3.452
H -0.540 -7.029 2.976
H -0.532 -5.618 2.254
H 1.022 -5.530 4.092
H -1.287 -3.765 4.049
H 0.253 -3.242 4.622
C 0.947 1.626 -6.555
O -0.044 2.381 -6.583
N 1.900 1.586 -5.642
C 3.034 0.602 -5.868
C 1.812 2.427 -4.361
H 1.014 0.855 -7.338
H 2.611 -0.401 -5.813
H 3.845 0.639 -5.141
H 3.385 0.620 -6.900
H 0.805 2.491 -3.949
H 2.505 1.979 -3.649
H 2.284 3.404 -4.465

# C18H24N2O9

A cluster of 5 separate species, C18H24N2O9 in total at a distorted geometry (the ωB97M-V functional and the def2-TZVPD basis, the Open Molecules 2025 dataset).

Summary:
HOMO-LUMO gap = 7.43 eV
Calculated total energy = -40449.1764 eV
Max |F| = 9.96 eV/Å
Highest occupied orbital energy = -9.2 eV
Energy above the lowest of the compared OMol25 structures with the same formula, charge and spin = 69.44 kcal per mole

Element x y z (Å)
C 45.459 47.106 9.107
C 44.051 47.398 8.570
O 43.535 48.435 8.874
N 43.378 46.319 7.669
H 44.063 45.393 7.635
H 42.354 46.110 8.130
C 42.990 46.539 6.256
H 45.302 47.725 9.878
H 46.108 47.391 8.365
H 45.603 45.968 9.424
H 42.085 46.903 6.096
H 43.084 45.580 5.745
H 43.802 46.991 5.767
N 40.637 46.154 9.755
O 40.770 46.240 8.514
O 39.455 46.130 10.208
O 41.646 46.238 10.517
C 39.306 49.446 12.090
C 40.631 49.771 11.385
C 41.000 51.188 11.741
O 41.635 48.799 11.643
H 38.564 50.103 11.672
H 39.400 49.776 13.093
H 39.018 48.456 11.901
H 40.714 49.749 10.199
H 41.875 51.701 11.334
H 41.230 51.313 12.735
H 40.134 51.780 11.542
H 41.398 47.986 11.587
C 37.196 46.489 7.408
C 38.085 46.568 6.300
C 37.504 46.383 4.870
O 38.270 46.511 3.850
C 36.014 46.402 4.786
C 35.182 46.278 5.929
C 35.761 46.217 7.243
O 35.033 45.966 8.211
H 37.464 46.855 8.495
H 39.079 46.764 6.640
H 35.646 46.424 3.904
H 34.113 46.325 5.855
C 37.068 40.766 8.772
C 38.129 40.664 7.645
C 39.050 41.925 7.487
O 39.689 42.053 6.465
C 38.950 43.006 8.338
C 37.768 43.071 9.223
C 36.842 41.975 9.574
O 35.996 42.077 10.380
H 36.531 39.811 9.165
H 38.446 39.695 7.462
H 39.502 43.921 8.124
H 37.623 44.115 9.832